Below is a gas-phase ion, C5H11OS (charge -1), with properties calculated with the ωB97M-V functional and the def2-TZVPD basis.

Geometry as XYZ:
```
18
Properties=species:S:1:pos:R:3:mulliken_charge:R:1
C -1.619 1.372 -0.279 -1.01
S 0.148 1.533 -0.419 -0.05
C 0.506 0.981 1.173 -0.75
C 0.807 -0.468 1.617 -0.50
C 0.902 -1.310 0.293 -0.65
C -0.336 -1.713 -0.471 0.10
O -0.179 -2.133 -1.740 -0.87
H -2.040 1.401 -1.382 0.27
H -1.836 0.519 0.295 0.47
H -2.126 2.233 0.145 0.28
H -0.335 1.296 1.818 0.31
H 1.344 1.630 1.467 0.38
H 1.714 -0.477 2.284 0.28
H 0.006 -0.972 2.112 0.30
H 1.459 -2.229 0.411 0.43
H 1.503 -0.647 -0.348 0.25
H -1.177 -0.855 -0.332 -0.41
H -1.009 -2.538 0.157 0.18
```

- Highest occupied orbital energy: -0.0751 Ha
- Net charge: -1
- HOMO-LUMO gap: 5.3881 eV
- SMILES string: CSCCCC[O-]
- Multiplicity: 1